Record 1
The following is a DFT calculation (ωB97M-V/def2-TZVPD) of a structure of composition C53H51CaN6P2S2SeTe.

The geometry in ORCA input format:
```
! wB97M-V def2-TZVPD RIJCOSX def2/J DEFGRID3
* xyz -1 1
Ca -0.651 1.004 -0.334
C 2.487 -2.541 -0.719
N 2.333 -2.491 0.733
C 1.070 -2.986 1.246
P -0.458 -1.950 0.890
C -1.557 -3.184 0.122
C -2.167 -2.852 -1.085
C -3.030 -3.750 -1.703
C -3.289 -4.980 -1.122
C -2.675 -5.326 0.077
C -1.811 -4.434 0.691
C -1.121 -1.776 2.591
C -2.363 -2.231 3.021
C -2.813 -1.955 4.306
C -2.028 -1.217 5.179
C -0.792 -0.742 4.756
C -0.351 -1.013 3.471
C 3.456 -2.775 1.542
C 3.538 -2.182 2.805
C 4.622 -2.416 3.632
C 5.661 -3.239 3.216
C 5.588 -3.831 1.965
C 4.497 -3.610 1.136
P 1.930 -0.881 -1.432
C 2.566 -1.126 -3.123
C 1.993 -2.148 -3.878
C 2.391 -2.374 -5.188
C 3.357 -1.565 -5.768
C 3.913 -0.527 -5.033
C 3.517 -0.305 -3.723
C 3.296 0.065 -0.606
C 2.989 1.208 0.126
C 3.970 1.922 0.801
C 5.292 1.507 0.746
C 5.621 0.375 0.013
C 4.632 -0.332 -0.655
H 1.895 -3.362 -1.148
H 3.525 -2.726 -0.976
H 1.143 -3.078 2.328
H 0.862 -3.990 0.842
H -1.953 -1.902 -1.569
H -3.489 -3.475 -2.645
H -3.964 -5.678 -1.604
H -2.872 -6.288 0.533
H -1.343 -4.706 1.631
H -2.998 -2.789 2.346
H -3.790 -2.311 4.614
H -2.380 -1.003 6.181
H -0.179 -0.144 5.419
H 0.594 -0.594 3.137
H 2.749 -1.509 3.116
H 4.667 -1.930 4.599
H 6.516 -3.410 3.857
H 6.385 -4.484 1.629
H 4.454 -4.096 0.171
H 1.206 -2.759 -3.452
H 1.920 -3.162 -5.764
H 3.663 -1.732 -6.794
H 4.646 0.128 -5.488
H 3.927 0.530 -3.170
H 1.972 1.578 0.179
H 3.687 2.806 1.361
H 6.063 2.062 1.267
H 6.649 0.037 -0.037
H 4.918 -1.202 -1.236
S -0.546 5.145 2.225
C 0.456 4.160 3.191
C 0.501 2.883 2.710
C -0.279 2.618 1.538
C -0.894 3.800 1.165
C -1.764 4.047 -0.005
C -2.227 5.325 -0.334
C -3.007 5.497 -1.460
C -3.330 4.399 -2.242
C -2.868 3.159 -1.841
N -2.122 2.987 -0.750
H 0.962 4.566 4.054
H 1.103 2.126 3.203
H -1.954 6.177 0.273
H -3.350 6.488 -1.730
H -3.919 4.489 -3.144
H -3.067 2.259 -2.412
Te -1.090 0.310 -3.563
N -3.693 2.011 1.818
C -4.092 0.743 1.681
S -3.484 -0.230 0.463
N -4.978 0.343 2.644
C -5.527 -0.911 2.980
C -5.517 -2.050 2.179
C -6.079 -3.225 2.661
C -6.664 -3.294 3.914
C -6.694 -2.150 4.701
C -6.133 -0.975 4.239
H -3.029 2.378 1.152
H -4.018 2.618 2.549
H -5.166 1.040 3.348
H -5.073 -2.023 1.200
H -6.053 -4.102 2.026
H -7.093 -4.220 4.272
H -7.150 -2.171 5.683
H -6.152 -0.091 4.868
C 2.962 5.016 -2.701
N 2.181 4.828 -3.903
C 2.688 4.318 -5.081
C 1.629 4.111 -5.885
N 0.519 4.499 -5.163
C -0.844 4.338 -5.621
C 0.825 4.949 -3.917
Se 0.778 1.795 -2.588
H 3.836 5.640 -2.900
H 3.280 4.050 -2.302
H 2.322 5.500 -1.969
H 3.734 4.109 -5.232
H 1.568 3.685 -6.872
H -1.043 4.967 -6.491
H -1.492 4.628 -4.798
H -1.038 3.291 -5.856
*
```

## Properties
**Relative energy (zero: lowest compared OMol25 entry of this formula, charge and spin)**: 15.43 kcal per mole
**Total energy**: -7205.0450 a.u.
**Kohn-Sham gap**: 4.69 eV
**LUMO level**: 2.0 eV
**Highest occupied orbital energy**: -2.69 eV

These are the Mulliken partial charges, in e, on atoms 1 to 99:
1. Ca 0.85
2. C -2.20
3. N 1.50
4. C -1.94
5. P 1.51
6. C 0.18
7. C -0.06
8. C -0.76
9. C -0.53
10. C -0.90
11. C -0.06
12. C 0.73
13. C -0.89
14. C -0.54
15. C -0.92
16. C -1.03
17. C -0.02
18. C -0.06
19. C 0.10
20. C -0.83
21. C -0.50
22. C -0.79
23. C -0.25
24. P 1.06
25. C 0.43
26. C -0.51
27. C -0.67
28. C -0.53
29. C -0.68
30. C -0.31
31. C 0.96
32. C -0.32
33. C -0.81
34. C -0.66
35. C -0.92
36. C -0.02
37. H 0.51
38. H 0.58
39. H 0.86
40. H 0.21
41. H -0.14
42. H 0.51
43. H 0.40
44. H 0.40
45. H 0.39
46. H 0.30
47. H 0.49
48. H 0.41
49. H 0.45
50. H 0.42
51. H 0.35
52. H 0.40
53. H 0.39
54. H 0.40
55. H 0.45
56. H 0.28
57. H 0.39
58. H 0.36
59. H 0.40
60. H 0.42
61. H 0.14
62. H 0.53
63. H 0.40
64. H 0.42
65. H 0.39
66. S -0.41
67. C -0.58
68. C -0.79
69. C -0.43
70. C 0.76
71. C 0.26
72. C -0.94
73. C -0.59
74. C -0.84
75. C -0.91
76. N 0.83
77. H 0.45
78. H 0.44
79. H 0.41
80. H 0.40
81. H 0.49
82. H 0.38
83. Te -0.85
84. N -0.19
85. C 0.35
86. S -0.11
87. N -0.06
88. C 0.69
89. C -0.48
90. C -0.48
91. C -0.62
92. C -0.60
93. C -0.55
94. H -0.21
95. H 0.17
96. H 0.20
97. H 0.55
98. H 0.42
99. H 0.38


Record 2
The following is a DFT calculation (ωB97M-V/def2-TZVPD) of a structure of composition C53H51FMoN3O6S2 in a non-equilibrium geometry.

The geometry in ORCA input format:
```
! wB97M-V def2-TZVPD RIJCOSX def2/J DEFGRID3
* xyz 3 3
Mo -2.493 1.172 -0.550
C -2.532 5.296 5.428
C -1.981 4.125 4.744
C -0.653 3.895 4.483
C -0.284 2.794 3.739
C -1.255 1.794 3.478
C -2.569 1.936 3.825
C -2.929 3.139 4.406
S -0.783 0.543 2.302
O -2.085 0.739 1.354
C -1.166 -1.017 3.204
C -1.201 -0.902 4.607
C -1.292 -2.045 5.355
C -1.192 -3.338 4.781
C -1.335 -4.455 5.621
C -1.170 -5.710 5.047
C -1.059 -5.840 3.637
C -1.022 -4.699 2.856
C -1.073 -3.424 3.371
C -1.118 -2.244 2.532
C -0.936 -2.377 1.056
C 0.298 -2.823 0.526
C 1.394 -3.210 1.382
C 2.687 -3.331 0.941
C 2.939 -3.341 -0.491
C 1.871 -3.033 -1.338
C 0.536 -2.910 -0.870
C -0.537 -2.622 -1.776
C -1.736 -2.157 -1.257
C -1.974 -2.159 0.118
S -3.667 -1.740 0.586
O -3.763 -0.342 -0.330
C -4.443 -2.966 -0.419
C -5.338 -2.576 -1.377
C -5.932 -3.589 -2.157
C -5.604 -4.955 -1.953
C -6.374 -5.996 -2.781
C -4.638 -5.281 -0.953
C -4.052 -4.290 -0.182
H -1.816 6.046 5.675
H -3.095 5.042 6.349
H -3.327 5.785 4.814
H 0.079 4.651 4.755
H 0.742 2.656 3.322
H -3.215 1.113 3.494
H -3.992 3.384 4.549
H -1.273 0.037 5.159
H -1.363 -1.863 6.407
H -1.565 -4.270 6.667
H -1.173 -6.602 5.675
H -0.951 -6.819 3.158
H -0.987 -4.907 1.764
H 1.217 -3.213 2.483
H 3.468 -3.693 1.603
H 3.959 -3.519 -0.845
H 2.026 -3.052 -2.428
H -0.382 -2.847 -2.800
H -2.547 -1.849 -1.946
H -5.535 -1.501 -1.440
H -6.476 -3.279 -3.062
H -5.951 -6.135 -3.777
H -7.364 -5.589 -3.009
H -6.436 -7.006 -2.366
H -4.351 -6.305 -0.834
H -3.236 -4.502 0.572
C 3.810 2.482 -5.273
C 3.038 1.169 -5.089
N 2.087 1.177 -3.927
C 0.774 0.887 -4.157
C -0.209 0.979 -3.138
C -1.658 0.636 -3.432
O -1.977 0.352 -4.559
O -2.510 0.652 -2.470
C 0.248 1.233 -1.791
O -0.573 1.367 -0.763
C 1.618 1.405 -1.525
C 2.121 1.898 -0.264
C 3.456 2.094 -0.112
F 3.857 2.667 1.078
C 4.420 1.732 -1.116
C 3.917 1.394 -2.390
C 2.576 1.284 -2.615
N 5.765 1.866 -0.876
C 6.709 0.852 -1.384
C 7.872 1.492 -2.075
N 8.412 2.632 -1.179
C 7.833 2.740 0.219
C 6.329 2.687 0.269
H 4.590 2.437 -6.011
H 4.369 2.734 -4.364
H 3.064 3.205 -5.534
H 3.673 0.251 -4.977
H 2.350 1.141 -5.979
H 0.515 0.665 -5.205
H 1.429 2.260 0.496
H 4.627 1.298 -3.213
H 6.108 0.199 -2.044
H 7.106 0.153 -0.594
H 7.598 2.008 -2.977
H 8.665 0.773 -2.262
H 8.150 3.507 -1.621
H 9.453 2.628 -1.180
H 8.238 3.671 0.658
H 8.320 1.946 0.813
H 5.873 3.726 0.340
H 6.152 2.112 1.190
C -5.467 3.766 -1.512
C -3.972 3.738 -1.938
C -3.216 4.985 -1.699
O -3.422 2.765 -0.914
H -6.091 4.321 -2.193
H -5.540 4.232 -0.484
H -5.917 2.780 -1.468
H -3.655 3.318 -2.911
H -2.390 5.084 -2.402
H -2.782 4.827 -0.715
H -3.737 5.972 -1.613
*
```

## Properties
**⟨S²⟩**: 2.010
**Total energy**: -3629.4918 a.u.
**Kohn-Sham gap (spin up / spin down)**: 6.29 / 6.70 eV
**LUMO level (spin up / spin down)**: -7.6 / -7.6 eV
**Highest occupied orbital energy (spin up / spin down)**: -13.89 / -14.27 eV

These are the Mulliken partial charges, in e, on atoms 1 to 99:
1. Mo 2.23
2. C -1.63
3. C 1.14
4. C -0.93
5. C -0.46
6. C 0.38
7. C -0.35
8. C -0.96
9. S 0.89
10. O -0.13
11. C 1.09
12. C -0.72
13. C -1.35
14. C 0.59
15. C -0.94
16. C -0.57
17. C -1.13
18. C -0.13
19. C 0.61
20. C -0.79
21. C 0.30
22. C 1.28
23. C -0.91
24. C -1.02
25. C -0.84
26. C -0.87
27. C 0.75
28. C -1.31
29. C -0.26
30. C 0.74
31. S 0.34
32. O -0.57
33. C 0.63
34. C -0.44
35. C -0.75
36. C 0.67
37. C -1.41
38. C -0.87
39. C -0.20
40. H 0.41
41. H 0.34
42. H 0.35
43. H 0.39
44. H 0.42
45. H 0.54
46. H 0.38
47. H 0.39
48. H 0.45
49. H 0.48
50. H 0.43
51. H 0.45
52. H 0.32
53. H 0.30
54. H 0.50
55. H 0.46
56. H 0.47
57. H 0.60
58. H 0.49
59. H 0.45
60. H 0.38
61. H 0.31
62. H 0.37
63. H 0.39
64. H 0.46
65. H 0.25
66. C -1.10
67. C -0.54
68. N 0.39
69. C -0.29
70. C -0.03
71. C 0.18
72. O -0.68
73. O -0.42
74. C 1.43
75. O -0.99
76. C 0.42
77. C -0.48
78. C 0.14
79. F -0.35
80. C -0.93
81. C -1.05
82. C 0.32
83. N 0.23
84. C -0.77
85. C -0.71
86. N -0.13
87. C -0.96
88. C -0.38
89. H 0.38
90. H 0.34
91. H 0.37
92. H 0.32
93. H 0.31
94. H 0.50
95. H 0.61
96. H 0.60
97. H 0.49
98. H 0.32
99. H 0.38